The ion C4H11N2O2 with charge +1 in a non-equilibrium geometry. Source: the Open Molecules 2025 dataset; level of theory: ωB97M-V/def2-TZVPD.

Structure (XYZ):
```
19
Properties=species:S:1:pos:R:3:forces:R:3
N 1.970 0.764 -0.584 -1.8 -0.8 0.5
C 2.169 -0.443 0.238 2.9 -0.2 -0.1
C 0.942 -1.374 0.288 1.1 1.7 -0.1
N -0.113 -0.812 1.124 -1.3 1.4 -2.8
C -1.460 -0.788 0.533 1.9 -2.8 3.8
C -1.558 0.523 -0.363 0.9 2.5 -3.5
O -0.822 0.310 -1.400 -1.1 -0.4 0.7
O -1.272 1.655 0.358 -0.8 -0.3 0.1
H 1.039 0.681 -0.992 0.6 0.5 -0.3
H -1.147 2.378 -0.278 0.3 0.0 0.2
H 2.622 0.973 -1.325 0.3 -0.2 0.2
H 3.085 -0.989 -0.193 -1.5 0.3 0.6
H 2.538 -0.172 1.256 -0.6 -0.1 -0.4
H 0.606 -1.374 -0.771 -0.7 -0.4 0.0
H 1.324 -2.358 0.586 -0.7 -0.1 -0.1
H 0.160 0.184 1.347 -0.4 -1.3 0.8
H -2.173 -0.725 1.392 0.1 0.6 -1.0
H -1.656 -1.622 -0.141 0.1 -0.1 0.3
H -2.656 0.422 -0.723 0.6 -0.2 1.0
```
Forces are in eV/Å.

Calculated values
LUMO energy: -8.84 eV
total charge: +1
energy above the lowest of the compared OMol25 structures with the same formula, charge and spin: 641.7 kJ/mol
calculated total energy: -418.5554 a.u.
highest occupied orbital energy: -13.3 eV
orbital gap: 4.482 eV

Quick look at the Mulliken charges, all values in e: -0.410, -0.714, -0.435, -0.113, -0.566, 0.381, -0.448, -0.480, 0.271, 0.401, 0.279, 0.368, 0.315, 0.297, 0.388, 0.387, 0.340, 0.404, 0.337

---

A structure of composition C4H11N2OPS in a non-equilibrium geometry. Source: the Open Molecules 2025 dataset; level of theory: ωB97M-V/def2-TZVPD.

Structure (XYZ):
```
20
Properties=species:S:1:pos:R:3:forces:R:3
C 0.768 -1.180 1.587 1.4 1.0 1.5
C 2.240 -0.660 1.293 -1.8 3.3 0.7
C -2.227 0.676 -1.362 -0.1 -2.0 -0.6
C -0.119 -0.186 -1.983 1.0 0.8 0.0
N -0.056 -0.032 1.860 -0.6 0.5 1.5
N -1.042 -0.056 -0.875 1.2 2.1 0.7
O -0.398 2.435 0.893 -1.6 3.2 0.5
P 0.046 1.105 0.682 -0.3 -4.4 -2.5
S 2.102 0.960 0.338 -0.1 -0.8 -0.2
H 0.136 -1.638 0.844 1.2 -1.1 -1.1
H 1.033 -1.850 2.418 -1.3 0.2 0.1
H 2.934 -0.293 2.116 -1.3 -1.4 -0.5
H 2.597 -1.378 0.684 2.1 -2.2 -2.0
H -2.958 0.024 -1.923 0.7 -0.1 1.0
H -2.629 1.048 -0.499 -1.9 1.0 2.0
H -2.178 1.489 -2.048 1.3 1.0 -0.6
H -0.509 -0.893 -2.737 0.3 -0.3 0.6
H -0.134 0.813 -2.611 1.0 -1.5 1.2
H 0.868 -0.510 -1.440 -1.4 0.6 -2.2
H -0.475 0.127 2.765 0.1 0.2 -0.2
```
Forces are in eV/Å.

Calculated values
LUMO energy: 0.48 eV
energy above the lowest of the compared OMol25 structures with the same formula, charge and spin: 253.5 kJ/mol
calculated total energy: -1083.2395 a.u.
highest occupied orbital energy: -8.4 eV
orbital gap: 8.901 eV

Quick look at the Mulliken charges, all values in e: -0.633, -0.572, -0.976, -0.725, -0.230, -0.270, -0.654, 0.721, -0.187, 0.341, 0.369, 0.355, 0.420, 0.307, 0.349, 0.378, 0.335, 0.242, 0.193, 0.237

---

A cluster of 2 separate species, C4H11N2OPS in total in a non-equilibrium geometry. Source: the Open Molecules 2025 dataset; level of theory: ωB97M-V/def2-TZVPD.

Structure (XYZ):
```
20
Properties=species:S:1:pos:R:3:forces:R:3
C -0.337 -0.864 0.094 0.0 2.5 0.9
C 2.488 -1.124 0.071 2.1 1.5 -1.1
C 1.419 1.160 -0.908 0.5 -1.3 -0.6
C 1.830 0.220 0.235 -3.9 -1.9 -2.1
N -3.273 -0.735 -0.131 3.0 -1.1 2.3
N -1.935 1.080 1.496 0.1 0.2 -1.1
O -1.753 1.262 -1.104 -0.1 -0.2 -0.1
P -1.850 0.252 -0.032 -0.3 0.4 2.4
S -0.456 -2.427 0.007 0.2 -0.8 -0.1
H 3.112 -1.097 -0.893 -0.8 -0.1 1.2
H 1.743 -1.915 -0.076 0.3 -0.2 0.3
H 3.214 -1.323 0.898 -0.9 -0.1 -0.6
H 2.332 1.675 -1.003 1.1 1.8 -0.2
H 0.529 1.805 -0.841 0.6 -0.2 0.8
H 1.339 0.743 -1.930 -0.1 -0.7 0.7
H 1.912 0.741 1.158 -0.1 0.1 0.9
H -2.874 -1.704 0.189 -1.4 1.9 -1.0
H -3.452 -0.752 -1.099 -0.6 -0.5 -1.6
H -2.190 2.053 1.376 0.0 -0.1 -0.5
H -1.797 0.951 2.493 0.1 -1.1 -0.6
```
Forces are in eV/Å.

Calculated values
LUMO energy: -0.44 eV
energy above the lowest of the compared OMol25 structures with the same formula, charge and spin: 314.0 kJ/mol
calculated total energy: -1083.2165 a.u.
highest occupied orbital energy: -7.8 eV
orbital gap: 7.378 eV

Quick look at the Mulliken charges, all values in e: -0.051, -0.553, -1.221, 0.080, -0.672, -0.491, -0.659, 0.948, -0.337, 0.264, 0.047, 0.255, 0.400, 0.360, 0.317, 0.349, 0.262, 0.311, 0.204, 0.186

---

- Number 3 is which compound?
  C4H11N2OPS

---

- Look up the calculated total energy of the first one.
  -418.5554 a.u.